[1]
{
  "formula": "C33H60BrN3NaOSSi3",
  "method": "ωB97M-V/def2-TZVPD",
  "total_charge": -1,
  "e_lumo_ev": 2.00,
  "homo_energy_ev": -4.25,
  "max_force_ev_per_a": 0.295,
  "relative_energy_kj_mol": 0.0,
  "spin_multiplicity": 1,
  "species": ["Na", "C", "Si", "C", "C", "C", "Si", "C", "C", "C", "Si", "C", "C", "C", "C", "C", "C", "C", "N", "H", "H", "H", "H", "H", "H", "H", "H", "H", "H", "H", "H", "H", "H", "H", "H", "H", "H", "H", "H", "H", "H", "H", "H", "H", "H", "H", "H", "C", "C", "C", "C", "C", "C", "C", "Br", "C", "O", "C", "C", "C", "C", "C", "C", "H", "H", "H", "H", "H", "H", "H", "H", "H", "H", "H", "H", "H", "H", "H", "H", "H", "H", "H", "H", "C", "C", "N", "C", "S", "N", "C", "C", "H", "H", "H", "H", "H", "H", "H", "H", "H", "H", "H", "H"],
  "coordinates": [[-0.23646, 0.08352, -0.78217], [-2.17708, -3.00069, 3.10461], [-1.52106, -2.34040, 1.44577], [-0.66648, -3.82785, 0.64202], [-3.07949, -2.09018, 0.40253], [-0.44271, -0.88565, 1.60079], [1.32597, -1.19150, 1.94817], [2.26581, -1.99320, 0.52143], [1.63734, -2.29180, 3.46118], [2.31557, 0.39704, 2.25709], [-1.12557, 0.57560, 2.39455], [-2.99260, 0.82068, 2.23473], [-0.82798, 0.74348, 4.26550], [-0.44228, 2.22276, 1.64525], [-0.41463, 3.42635, 2.35679], [0.03044, 4.58959, 1.75261], [0.44745, 4.53977, 0.43008], [0.39294, 3.31806, -0.21885], [-0.03656, 2.19891, 0.35969], [-2.81702, -3.87930, 2.97610], [-2.76313, -2.23260, 3.61929], [-1.34755, -3.27432, 3.76284], [-1.37679, -4.65959, 0.59562], [0.20742, -4.16697, 1.20328], [-0.34557, -3.60482, -0.37991], [-3.52208, -3.06631, 0.17798], [-2.87409, -1.59521, -0.54962], [-3.83060, -1.49996, 0.93034], [1.82636, -2.92463, 0.16380], [3.30219, -2.19706, 0.81318], [2.30444, -1.31238, -0.33154], [1.17565, -3.27366, 3.32362], [1.19838, -1.84576, 4.35845], [2.70625, -2.44466, 3.64005], [2.30537, 1.02897, 1.36452], [3.35817, 0.13553, 2.46491], [1.94970, 0.99696, 3.09357], [-3.54273, 0.02585, 2.74489], [-3.31320, 0.84934, 1.19178], [-3.27165, 1.77277, 2.69715], [-1.26695, -0.13267, 4.75251], [-1.30738, 1.62976, 4.69267], [0.23169, 0.76601, 4.52971], [-0.73946, 3.44174, 3.38974], [0.05816, 5.52175, 2.30512], [0.81268, 5.41898, -0.08486], [0.71249, 3.22414, -1.25331], [4.69328, -5.11445, -2.98002], [3.16571, -5.04704, -3.04432], [2.70364, -5.81371, -4.29033], [2.60680, -5.73694, -1.79163], [2.65076, -3.61022, -3.09159], [1.28383, -3.35731, -3.14412], [0.82033, -2.06297, -3.08644], [-1.05185, -1.78298, -3.13440], [1.64436, -0.92006, -2.92027], [1.12636, 0.23877, -2.65557], [3.04130, -1.17848, -3.02500], [3.48288, -2.49953, -3.06052], [4.10901, -0.06854, -2.97679], [5.28243, -0.40847, -3.91280], [4.63981, 0.07258, -1.54409], [3.59123, 1.29897, -3.43200], [5.01053, -6.15830, -2.92021], [5.07749, -4.59566, -2.10001], [5.15236, -4.67502, -3.86870], [3.05063, -6.85038, -4.25450], [3.09841, -5.34662, -5.19506], [1.61535, -5.82397, -4.36411], [2.96111, -6.77082, -1.73270], [1.51552, -5.75226, -1.79507], [2.92499, -5.20778, -0.89096], [0.56219, -4.16340, -3.20562], [4.54938, -2.66648, -3.03958], [5.82417, -1.30061, -3.59996], [5.99487, 0.41993, -3.92284], [4.92506, -0.56906, -4.93234], [5.05313, -0.86882, -1.17540], [3.84154, 0.37794, -0.86606], [5.42675, 0.83391, -1.50654], [3.12231, 1.22130, -4.41591], [4.43456, 1.99295, -3.50427], [2.85591, 1.69906, -2.74065], [-2.71197, 5.56810, -4.43209], [-2.25223, 4.70224, -3.27091], [-2.82535, 3.35345, -3.32792], [-2.09047, 2.26619, -2.87879], [-2.77133, 1.25204, -1.72041], [-0.88563, 2.06537, -3.41553], [-0.41120, 2.61663, -4.67820], [0.85992, 3.44139, -4.53307], [-2.30298, 6.57631, -4.34404], [-3.80042, 5.64389, -4.44936], [-2.39154, 5.14570, -5.38520], [-2.53211, 5.17262, -2.32234], [-1.16988, 4.62218, -3.25791], [-3.73149, 3.30669, -2.88458], [-0.34091, 1.25458, -3.09678], [-1.21314, 3.19157, -5.13764], [-0.20700, 1.76933, -5.33747], [0.68852, 4.36474, -3.97699], [1.24577, 3.70879, -5.51914], [1.62280, 2.86707, -4.01246]],
  "forces_ev_per_angstrom": [[-0.028, -0.094, 0.086], [0.030, 0.023, 0.003], [0.006, -0.049, 0.003], [-0.020, -0.008, 0.015], [-0.030, 0.008, 0.001], [0.158, 0.085, -0.039], [-0.182, -0.010, -0.018], [0.039, -0.018, 0.018], [0.003, 0.003, 0.010], [0.016, -0.005, -0.018], [-0.014, -0.011, 0.049], [0.004, 0.030, -0.018], [-0.007, 0.009, -0.021], [0.026, -0.018, -0.081], [0.014, 0.004, -0.011], [0.002, -0.018, -0.023], [-0.005, 0.018, 0.052], [0.000, -0.016, 0.006], [0.064, -0.001, 0.057], [0.000, -0.001, -0.010], [0.003, -0.004, 0.002], [-0.009, -0.001, 0.003], [0.008, -0.001, -0.005], [0.004, -0.009, -0.002], [0.004, 0.011, 0.003], [-0.006, 0.007, 0.010], [0.018, 0.001, 0.004], [-0.014, 0.019, -0.015], [-0.012, -0.008, 0.021], [-0.003, 0.004, -0.012], [0.016, 0.008, -0.077], [0.004, -0.005, 0.015], [0.001, -0.007, -0.007], [0.000, 0.000, 0.003], [-0.004, 0.022, 0.017], [-0.005, -0.006, 0.005], [-0.005, -0.002, -0.018], [-0.006, -0.004, -0.008], [0.000, -0.009, 0.005], [-0.003, -0.009, 0.006], [0.007, -0.001, -0.003], [0.006, -0.004, 0.005], [-0.011, -0.003, -0.011], [0.001, -0.006, -0.002], [0.000, 0.003, -0.004], [-0.002, 0.001, 0.000], [-0.009, 0.000, -0.003], [-0.043, 0.010, -0.029], [-0.015, -0.011, 0.028], [-0.004, 0.014, 0.009], [0.005, -0.032, 0.018], [0.030, -0.017, -0.022], [0.008, -0.021, 0.009], [0.212, -0.204, -0.024], [-0.229, 0.040, 0.006], [-0.019, 0.123, -0.015], [-0.107, 0.156, 0.037], [0.087, 0.049, 0.029], [0.009, 0.036, -0.027], [-0.029, -0.010, 0.036], [-0.039, -0.064, 0.057], [0.029, 0.066, 0.000], [-0.009, -0.004, -0.035], [-0.007, -0.005, -0.001], [0.009, -0.005, 0.007], [-0.001, 0.013, 0.012], [-0.001, -0.007, -0.001], [-0.007, -0.003, -0.004], [0.002, -0.008, -0.016], [-0.005, 0.003, 0.007], [0.014, 0.013, -0.007], [-0.004, -0.003, -0.003], [0.019, -0.005, 0.001], [0.018, -0.011, -0.007], [0.040, 0.012, -0.010], [0.000, 0.007, 0.010], [0.008, -0.002, -0.004], [-0.021, -0.015, -0.023], [-0.017, -0.014, 0.018], [-0.011, -0.014, 0.012], [-0.004, 0.022, -0.004], [0.006, 0.003, -0.016], [0.017, -0.042, 0.010], [0.001, -0.012, 0.012], [-0.056, 0.026, -0.018], [0.081, -0.004, 0.061], [-0.046, -0.151, 0.016], [0.061, 0.092, -0.106], [-0.073, 0.093, -0.013], [0.016, -0.005, -0.007], [-0.019, 0.035, -0.025], [-0.005, -0.001, -0.001], [0.000, 0.004, -0.004], [-0.001, -0.001, -0.001], [-0.002, -0.008, 0.011], [0.017, -0.023, -0.014], [-0.019, 0.035, -0.015], [0.056, -0.044, 0.044], [-0.016, -0.006, 0.008], [0.008, -0.023, 0.001], [0.014, -0.001, 0.004], [0.005, 0.004, 0.009], [-0.027, -0.005, -0.011]]
}

=====

[2]
{
  "formula": "C2HI2O3",
  "method": "ωB97M-V/def2-TZVPD",
  "total_charge": -1,
  "e_lumo_ev": [1.95, 1.95],
  "homo_energy_ev": [-4.56, -4.56],
  "max_force_ev_per_a": 1.209,
  "relative_energy_kj_mol": 231.0,
  "spin_multiplicity": 1,
  "species": ["C", "C", "O", "O", "O", "I", "I", "H"],
  "coordinates": [[-1.38095, -0.08598, -0.73058], [2.24497, 0.13724, 0.89171], [-2.40426, 0.30513, -1.26268], [-1.15372, -1.48246, -0.80315], [-0.50198, 0.55769, -0.13865], [2.73867, 1.96530, 0.00975], [0.81037, 0.27554, 2.33879], [-0.35311, -1.67246, -0.30519]],
  "forces_ev_per_angstrom": [[-0.166, -0.349, -0.302], [-0.068, -0.216, -0.084], [-0.806, -0.041, -0.419], [-0.265, -0.312, -0.100], [1.044, 0.416, 0.446], [-0.111, 0.048, 0.130], [0.271, 0.174, 0.330], [0.102, 0.279, 0.001]]
}

=====

[3]
{
  "formula": "C5H4DyN2O4S",
  "method": "ωB97M-V/def2-TZVPD",
  "total_charge": 3,
  "s2": 9.343,
  "e_lumo_ev": [-13.40, -13.86],
  "homo_energy_ev": [-20.89, -20.89],
  "max_force_ev_per_a": 7.041,
  "spin_multiplicity": 6,
  "species": ["O", "C", "Dy", "O", "C", "C", "O", "C", "O", "N", "C", "N", "S", "H", "H", "H", "H"],
  "coordinates": [[-0.08156, -3.57572, -2.11566], [0.16483, -2.44224, -1.96916], [0.85408, 0.00965, -1.41250], [-4.62470, -0.04733, -4.12536], [-3.61192, -0.03691, -3.66034], [3.04050, 0.03049, -2.84159], [3.78666, 0.03776, -3.68405], [0.11300, 2.45706, -1.96548], [-0.15522, 3.56421, -2.11499], [0.00626, -1.13413, 3.28149], [0.10703, 0.01637, 2.55180], [0.00667, 1.10994, 3.28024], [0.40019, 0.00040, 0.81595], [-0.04485, -1.24590, 4.27119], [0.04141, -1.97390, 2.71227], [0.04217, 1.98301, 2.70653], [-0.04455, 1.24725, 4.26966]],
  "forces_ev_per_angstrom": [[1.401, 6.635, 0.815], [-1.487, -6.825, -0.881], [0.152, 0.056, -2.178], [-0.408, -0.004, -0.195], [0.549, 0.006, 0.263], [1.581, 0.015, -1.881], [-1.254, -0.012, 1.685], [-1.159, 4.805, -0.651], [1.087, -4.665, 0.590], [0.559, 0.422, -4.658], [-0.471, -1.818, 5.432], [0.494, 2.403, -4.393], [-0.715, 0.033, 2.536], [-0.142, 0.403, 0.817], [0.004, -0.225, 0.669], [-0.037, -0.684, 1.264], [-0.155, -0.543, 0.767]]
}

=====

[4]
{
  "formula": "C7H6N2S2",
  "method": "ωB97M-V/def2-TZVPD",
  "s2": 2.031,
  "e_lumo_ev": [0.19, -2.25],
  "homo_energy_ev": [-5.13, -8.38],
  "max_force_ev_per_a": 6.595,
  "relative_energy_kj_mol": 240.1,
  "spin_multiplicity": 3,
  "species": ["C", "C", "C", "C", "C", "C", "C", "N", "N", "S", "S", "H", "H", "H", "H", "H", "H"],
  "coordinates": [[2.07347, 0.07690, -0.78876], [1.72606, 1.04500, 0.31662], [1.34333, -1.01086, -0.99167], [0.46873, 0.86359, 0.80916], [-2.51548, 1.45111, 0.13022], [0.28063, -1.33274, 0.05679], [-1.72791, 0.30498, 0.15528], [-0.37649, -0.08539, 0.41506], [0.25071, -2.47784, 0.63014], [-4.04444, 0.86128, -0.33894], [-2.94407, -0.86869, -0.33354], [2.90021, 0.36083, -1.29175], [2.57174, 1.59227, 0.73860], [1.63394, -1.61632, -1.72944], [-0.10824, 1.62804, 1.25284], [-2.37077, 2.39491, 0.67415], [0.83856, -3.18709, 0.29527]],
  "forces_ev_per_angstrom": [[-1.380, 4.693, 4.423], [4.065, -3.214, -4.061], [-3.086, 0.467, 2.973], [-2.149, 1.416, 2.669], [2.402, 0.323, 1.610], [2.288, -1.164, -2.556], [0.111, -1.126, -0.366], [-2.679, -0.967, -0.150], [-2.978, 2.735, 1.136], [-0.895, -0.074, -0.207], [0.328, -0.911, -0.196], [2.675, 0.306, -1.850], [-0.800, 0.301, -0.097], [0.769, -3.030, -2.355], [0.036, 1.206, 0.698], [0.061, -0.333, -0.731], [1.231, -0.627, -0.941]]
}

=====

[5]
{
  "formula": "H8O4",
  "method": "ωB97M-V/def2-TZVPD",
  "e_lumo_ev": 0.17,
  "homo_energy_ev": -10.69,
  "max_force_ev_per_a": 3.703,
  "relative_energy_kj_mol": 91.5,
  "spin_multiplicity": 1,
  "species": ["O", "H", "H", "O", "H", "H", "O", "H", "H", "O", "H", "H"],
  "coordinates": [[3.81400, 13.24300, -21.96900], [3.80500, 13.76400, -22.77800], [3.76200, 13.90700, -21.28200], [3.89300, 15.06100, -19.91400], [4.45800, 15.76600, -19.89800], [3.64700, 14.89900, -19.02400], [4.12500, 10.68600, -21.14900], [4.08700, 11.66000, -21.24000], [4.52200, 10.45400, -20.31200], [0.86700, 12.62100, -21.55600], [1.12600, 11.79200, -21.16300], [1.50900, 13.26600, -21.32400]],
  "forces_ev_per_angstrom": [[-0.065, 0.208, -0.503], [0.000, -0.347, -0.185], [0.183, 0.435, 0.640], [-1.957, -2.427, -1.058], [2.334, 2.874, -0.033], [-0.425, -0.307, 1.262], [-0.311, 0.111, -0.228], [0.184, -0.614, -0.037], [0.138, 0.170, 0.219], [-1.494, -0.349, -0.466], [0.397, -0.266, 0.138], [1.015, 0.512, 0.250]]
}

=====

[6]
{
  "formula": "C17H19N3O2",
  "method": "ωB97M-V/def2-TZVPD",
  "e_lumo_ev": 0.71,
  "homo_energy_ev": -7.83,
  "max_force_ev_per_a": 0.577,
  "relative_energy_kj_mol": 161.6,
  "spin_multiplicity": 1,
  "species": ["C", "H", "H", "H", "O", "C", "O", "C", "C", "N", "C", "N", "C", "H", "C", "N", "C", "C", "C", "C", "C", "C", "H", "H", "H", "H", "H", "C", "H", "C", "H", "H", "H", "H", "H", "H", "C", "C", "H", "H", "H"],
  "coordinates": [[-7.15668, -1.53379, 0.85207], [-7.35101, -2.58010, 0.63034], [-7.86718, -0.89129, 0.32720], [-7.24343, -1.34618, 1.92470], [-5.83502, -1.27336, 0.41018], [-5.40254, -0.00862, 0.58204], [-6.08657, 0.85558, 1.07958], [-4.02884, 0.18848, 0.10168], [-3.26043, -0.82512, -0.46468], [-2.02851, -0.65648, -0.88748], [-1.44967, 0.55148, -0.78863], [-0.19787, 0.64813, -1.30327], [0.71319, 1.73569, -1.04885], [1.27972, 1.92018, -1.96807], [1.69979, 1.35823, 0.06802], [2.40799, 0.16383, -0.32955], [3.67570, -0.10108, 0.18391], [4.21143, 0.60346, 1.26362], [5.49909, 0.35396, 1.70196], [6.28190, -0.60527, 1.08613], [5.76083, -1.31218, 0.01459], [4.48079, -1.06263, -0.43515], [4.10597, -1.60619, -1.28939], [6.36200, -2.05941, -0.48297], [7.28470, -0.79992, 1.43432], [5.88773, 0.91089, 2.54244], [3.61972, 1.34154, 1.78291], [1.49821, -0.93629, -0.58157], [0.91804, -1.17090, 0.32685], [0.51785, -0.54874, -1.69133], [1.06780, -0.33728, -2.61318], [-0.20599, -1.34436, -1.85870], [2.05670, -1.82496, -0.86836], [1.13927, 1.21491, 1.00758], [2.41163, 2.17458, 0.19605], [0.18098, 2.64628, -0.78366], [-2.15027, 1.64514, -0.23465], [-3.43378, 1.45342, 0.20640], [-4.00436, 2.26183, 0.63899], [-1.70008, 2.62079, -0.15527], [-3.65881, -1.82425, -0.57681]],
  "forces_ev_per_angstrom": [[-0.374, 0.106, 0.173], [0.020, 0.048, 0.007], [0.035, -0.087, 0.058], [-0.025, -0.039, -0.097], [0.391, 0.034, -0.144], [-0.265, 0.051, 0.114], [0.064, -0.119, -0.056], [0.295, 0.084, -0.105], [-0.475, 0.199, 0.261], [0.427, 0.043, -0.095], [-0.559, -0.093, 0.011], [0.212, 0.002, -0.215], [0.137, 0.237, 0.350], [-0.033, 0.060, 0.095], [-0.058, 0.189, -0.230], [-0.165, 0.170, -0.146], [0.309, 0.002, 0.119], [-0.233, 0.028, -0.033], [0.163, -0.055, 0.013], [0.118, 0.040, 0.102], [-0.009, -0.054, 0.014], [-0.059, -0.071, 0.016], [-0.038, -0.010, -0.092], [0.039, -0.052, -0.050], [0.085, -0.011, 0.027], [0.025, 0.041, 0.060], [-0.079, 0.054, 0.018], [-0.183, -0.113, -0.290], [0.042, -0.053, -0.034], [0.113, -0.486, 0.084], [0.008, -0.036, 0.036], [0.200, 0.085, -0.055], [-0.039, 0.021, 0.021], [0.059, 0.053, 0.005], [-0.042, -0.023, 0.043], [0.015, -0.027, -0.050], [0.084, 0.066, 0.051], [-0.085, -0.374, -0.042], [-0.027, 0.073, 0.022], [0.028, 0.052, 0.002], [-0.120, -0.036, 0.031]]
}